Entry 1:
Molecular formula: C46H101N5O3
Method: DFT, ωB97M-V/def2-TZVPD

## Properties
Lowest unoccupied orbital energy (eV): -8.64
Max |F| (eV/Å): 4.46
E (a.u.): -2310.818364
Net charge: +4

Last column: Löwdin charge in e.
Atoms and positions in Å:
1 C 11.854419 -30.522856 6.059798  -0.083
2 C 11.294002 -29.427210 7.036846  -0.193
3 C 12.288777 -28.309695 7.546463  -0.144
4 C 11.907322 -27.901054 8.991505  -0.075
5 N 12.696280 -26.775421 9.681938  -0.188
6 C 14.198492 -27.080921 9.725451  -0.090
7 C 14.817746 -26.390736 8.621741  -0.133
8 C 14.180459 -25.070451 8.715610  -0.174
9 C 12.725131 -25.416645 8.943565  -0.131
10 C 12.194633 -26.554445 11.085978  0.017
11 H 11.333991 -31.472127 6.186811  0.083
12 H 12.795787 -30.967376 6.382803  0.075
13 H 11.845675 -30.220595 5.012580  0.075
14 H 11.111000 -29.996395 7.948245  0.107
15 H 10.432891 -29.029913 6.499506  0.104
16 H 12.495234 -27.525440 6.818172  0.084
17 H 13.268998 -28.744260 7.742467  0.110
18 H 11.955852 -28.621191 9.808296  0.144
19 H 10.890924 -27.516885 9.077815  0.138
20 H 14.604950 -26.764553 10.686075  0.149
21 H 14.264547 -28.167190 9.664052  0.153
22 H 15.879353 -26.324608 8.859927  0.159
23 H 14.641008 -26.841775 7.645309  0.112
24 H 14.546237 -24.458687 9.540274  0.052
25 H 14.280953 -24.535088 7.771475  0.110
26 H 12.158166 -24.654518 9.478178  0.052
27 H 12.217155 -25.610189 7.998787  0.070
28 H 12.183388 -27.388318 11.787857  0.141
29 H 11.297838 -25.934899 11.081169  0.042
30 H 12.911026 -25.927052 11.616323  0.112
31 C 18.712813 -21.488926 12.335986  -0.062
32 C 17.279377 -21.400535 11.813669  -0.288
33 C 17.241177 -20.407220 10.717057  -0.159
34 C 15.775264 -20.231338 10.107025  -0.083
35 N 15.832830 -19.278993 8.858095  -0.153
36 C 14.440288 -19.125149 8.170929  -0.056
37 C 14.785306 -18.808183 6.696348  -0.152
38 C 16.253387 -19.072892 6.476331  -0.141
39 C 16.692192 -19.854432 7.688456  -0.091
40 C 16.453584 -17.849927 9.155559  0.064
41 H 19.287715 -22.058411 11.605727  0.084
42 H 18.675487 -22.089286 13.244983  0.088
43 H 19.265614 -20.557386 12.457406  0.092
44 H 16.606549 -21.154986 12.635319  0.131
45 H 16.906935 -22.338955 11.402835  0.064
46 H 17.952923 -20.703350 9.946449  0.122
47 H 17.658929 -19.482995 11.116260  0.120
48 H 14.995532 -19.902516 10.794046  0.152
49 H 15.424328 -21.181067 9.703326  0.046
50 H 13.762121 -18.424830 8.658516  0.137
51 H 13.993286 -20.118878 8.142845  0.079
52 H 14.590996 -17.777718 6.398879  0.134
53 H 14.185428 -19.479022 6.081373  0.062
54 H 16.852083 -18.177794 6.307540  0.128
55 H 16.224429 -19.570272 5.506854  0.090
56 H 17.753724 -19.935476 7.922327  0.136
57 H 16.419658 -20.909545 7.664989  0.091
58 H 16.442861 -17.154446 8.316343  0.109
59 H 17.385020 -17.859659 9.721630  0.101
60 H 15.764752 -17.376884 9.855444  0.102
61 C 15.104004 -26.084535 5.028363  -0.105
62 C 15.380963 -25.877064 3.571191  -0.220
63 C 15.351697 -24.410906 3.207596  -0.177
64 C 14.026637 -23.701940 3.379371  -0.081
65 N 14.026863 -22.232866 2.774126  -0.171
66 C 15.239867 -21.388027 3.347249  -0.055
67 C 14.825209 -19.936313 3.295897  -0.141
68 C 13.324349 -19.891774 3.407822  -0.138
69 C 12.869499 -21.426724 3.459379  -0.123
70 C 13.863479 -22.142032 1.218803  0.099
71 H 15.779385 -25.462689 5.615952  0.094
72 H 15.181769 -27.098616 5.420433  0.089
73 H 14.063250 -25.867412 5.268734  0.033
74 H 14.631176 -26.420996 2.996699  0.126
75 H 16.352704 -26.320992 3.354972  0.132
76 H 15.615168 -24.320859 2.153763  0.121
77 H 16.166226 -23.928026 3.747474  0.123
78 H 13.703479 -23.612625 4.416531  0.078
79 H 13.156155 -24.152098 2.902172  0.139
80 H 16.102877 -21.697742 2.757855  0.138
81 H 15.474076 -21.703469 4.363979  0.120
82 H 15.167966 -19.345936 2.446148  0.136
83 H 15.250653 -19.419229 4.155971  0.081
84 H 12.957371 -19.258730 2.599940  0.142
85 H 13.076790 -19.454292 4.375000  0.048
86 H 11.954688 -21.600376 2.892751  0.108
87 H 12.804606 -21.576413 4.537104  0.057
88 H 14.710031 -22.779009 0.962440  0.097
89 H 13.971718 -21.094602 0.937247  0.118
90 H 12.955609 -22.666673 0.921134  0.114
91 C 11.004885 -19.095518 4.622849  -0.104
92 C 10.461645 -20.189211 3.736258  -0.210
93 C 9.942066 -21.363758 4.653472  -0.111
94 C 11.073622 -22.281466 5.275759  -0.097
95 N 10.630242 -23.192528 6.405547  -0.189
96 C 11.889131 -23.798010 7.062032  -0.078
97 C 12.187267 -25.005727 6.157690  -0.170
98 C 10.946224 -25.332281 5.353635  -0.074
99 C 9.839601 -24.417746 5.909621  -0.026
100 C 9.798463 -22.363053 7.432167  0.031
101 H 10.373675 -18.823033 5.468685  0.092
102 H 11.246477 -18.209067 4.036400  0.104
103 H 11.949404 -19.353732 5.101705  0.030
104 H 11.265175 -20.563532 3.101975  0.039
105 H 9.684057 -19.762637 3.102637  0.138
106 H 9.356981 -21.903786 3.909052  0.110
107 H 9.043062 -21.023845 5.167627  0.110
108 H 11.823097 -21.625868 5.719141  0.082
109 H 11.581500 -22.875518 4.515973  0.113
110 H 11.537144 -24.169754 8.024328  0.079
111 H 12.597014 -22.978444 7.185749  0.111
112 H 12.597614 -25.786685 6.797861  0.059
113 H 13.075069 -24.800162 5.559630  0.058
114 H 10.625856 -26.359642 5.526762  0.122
115 H 11.160827 -25.192382 4.294162  0.124
116 H 9.356440 -24.871521 6.774923  0.137
117 H 9.063996 -23.971109 5.287497  0.145
118 H 9.559936 -23.148887 8.148868  0.075
119 H 8.939536 -21.857712 6.990608  0.119
120 H 10.348408 -21.614422 8.002432  0.017
121 C 15.857367 -23.345215 9.818166  -0.109
122 C 14.853225 -22.620338 10.586904  -0.295
123 C 13.453859 -22.521920 10.096213  -0.138
124 C 12.445709 -22.111026 11.203619  0.012
125 N 10.935525 -22.154155 10.688633  -0.220
126 C 10.042511 -21.920379 11.882744  -0.070
127 C 9.918539 -23.304616 12.685020  -0.068
128 C 10.329088 -24.323557 11.638782  -0.152
129 C 10.393436 -23.520673 10.297550  -0.083
130 C 10.711092 -21.161614 9.635094  -0.016
131 H 16.798336 -22.796115 9.784267  0.112
132 H 15.572622 -23.498468 8.777234  0.069
133 H 15.930128 -24.318291 10.303887  0.115
134 H 15.290805 -21.635846 10.752442  0.021
135 H 14.749377 -23.147166 11.535464  0.149
136 H 13.071062 -23.487903 9.766912  0.074
137 H 13.401926 -21.795186 9.285486  0.107
138 H 12.595925 -21.134954 11.664955  0.146
139 H 12.456601 -22.803099 12.045644  0.133
140 H 8.992749 -21.657967 11.751411  0.147
141 H 10.439265 -20.983160 12.273002  0.140
142 H 8.855570 -23.406075 12.903873  0.133
143 H 10.627445 -23.351899 13.511655  0.128
144 H 9.512276 -25.024383 11.466297  0.142
145 H 11.219085 -24.889776 11.913385  0.068
146 H 9.409554 -23.369220 9.853555  0.138
147 H 11.036122 -23.998494 9.558131  0.064
148 H 10.843441 -20.177938 10.085617  0.142
149 H 9.645025 -21.159981 9.407922  0.125
150 H 11.267900 -21.330142 8.713324  0.088
151 O 13.983376 -23.260161 6.412351  -0.027
152 C 14.133556 -21.967734 6.665778  -0.768
153 O 15.026263 -21.794826 7.497273  -0.001
154 O 13.403230 -21.136044 6.107356  -0.027
155 H 14.611236 -23.258751 7.138568  0.072

Cartesian forces (eV/Å) of the 6 atoms listed first:
0.319 -0.075 0.838
1.634 -0.796 -0.266
0.509 -1.289 0.891
-0.998 1.809 0.504
1.481 1.062 0.629
-1.190 -2.903 1.403

Entry 2:
Molecular formula: C46H106N4O14
Method: DFT, ωB97M-V/def2-TZVPD

## Properties
Lowest unoccupied orbital energy (eV): 0.04
Max |F| (eV/Å): 4.98
E (a.u.): -3088.126808
SMILES string: CC1(C)CCCC(C)(C)N1O.CC1(C)CCCC(C)(C)N1O.CC1(C)CCCC(C)(C)N1O.CC1(C)CCCC(C)(C)N1O.OCCO.OCCO.OCCO.OCCO.OCCO
Net charge: 0

Last column: Löwdin charge in e.
Atoms and positions in Å:
1 C 2.091580 -21.651020 -24.873110  -0.208
2 C 3.393530 -20.814240 -24.993150  -0.246
3 O 4.354020 -21.087260 -23.975040  -0.075
4 O 1.313850 -21.362930 -23.669680  -0.077
5 H 2.401880 -22.684540 -24.719280  0.109
6 H 1.602260 -21.589380 -25.845150  0.115
7 H 3.122350 -19.762770 -25.087930  0.114
8 H 3.930640 -21.036100 -25.915320  0.109
9 H 4.787270 -20.330850 -23.572860  0.085
10 H 1.802960 -21.792390 -22.964040  0.073
11 C 13.582860 -14.535630 -14.097920  -0.220
12 C 12.773100 -14.547280 -12.752910  -0.253
13 O 13.215790 -15.280520 -11.612850  -0.061
14 O 13.829410 -15.813520 -14.713680  -0.070
15 H 14.561220 -14.162230 -13.795430  0.110
16 H 13.071510 -13.806150 -14.725990  0.111
17 H 11.781610 -14.896720 -13.040870  0.110
18 H 12.629470 -13.533610 -12.378800  0.111
19 H 14.097640 -14.927990 -11.472640  0.080
20 H 13.104500 -16.442800 -14.723400  0.081
21 C 9.530110 -21.226540 -16.235220  -0.251
22 C 10.310260 -21.174680 -14.875180  -0.244
23 O 10.737480 -22.487200 -14.640910  -0.075
24 O 9.201830 -19.885530 -16.422890  -0.075
25 H 8.729670 -21.959650 -16.334980  0.118
26 H 10.187780 -21.528920 -17.050160  0.116
27 H 9.545230 -20.989460 -14.121160  0.120
28 H 11.142060 -20.478010 -14.979410  0.122
29 H 10.719070 -22.601050 -13.687870  0.083
30 H 8.558890 -19.598290 -15.770410  0.086
31 C 14.817230 -23.658150 -18.908980  -0.260
32 C 14.213810 -23.468910 -20.306510  -0.223
33 O 15.066650 -24.261820 -21.111810  -0.075
34 O 14.368310 -24.814910 -18.219480  -0.061
35 H 14.657210 -22.791020 -18.268220  0.112
36 H 15.902180 -23.762520 -18.918780  0.123
37 H 14.210610 -22.458360 -20.715010  0.117
38 H 13.177000 -23.804310 -20.331850  0.112
39 H 15.403950 -24.928570 -20.509100  0.071
40 H 13.456070 -24.606800 -18.004770  0.084
41 C 10.722590 -18.379330 -22.439470  -0.229
42 C 11.608660 -17.340040 -21.915060  -0.261
43 O 11.986760 -17.731570 -20.574900  -0.073
44 O 9.455080 -18.024790 -21.827750  -0.074
45 H 11.095940 -19.398650 -22.341070  0.123
46 H 10.621510 -18.262180 -23.518430  0.122
47 H 11.077150 -16.388410 -21.919410  0.121
48 H 12.518360 -17.110540 -22.469910  0.115
49 H 12.242770 -17.011880 -19.993420  0.082
50 H 9.559970 -18.084020 -20.875340  0.075
51 C 4.370650 -13.549940 -16.476390  -0.030
52 C 3.420070 -12.638900 -17.370460  -0.415
53 C 4.058910 -12.567720 -18.814910  -0.164
54 C 3.790060 -13.640710 -19.861970  -0.176
55 C 2.253120 -13.823370 -19.856380  -0.158
56 C 1.670120 -14.333530 -18.521950  -0.466
57 N 2.066340 -13.243670 -17.548100  -0.122
58 O 1.310870 -13.273140 -16.394590  -0.010
59 C 0.185420 -14.279400 -18.853580  -0.060
60 C 2.017890 -15.827900 -18.127820  -0.011
61 C 3.503620 -11.126040 -16.861270  -0.027
62 H 4.157450 -14.603420 -16.657570  0.055
63 H 4.036310 -13.371770 -15.454340  0.067
64 H 5.454800 -13.484730 -16.568360  0.078
65 H 3.880880 -11.598230 -19.280200  0.110
66 H 5.133780 -12.691490 -18.682890  0.102
67 H 4.399280 -14.511490 -19.619730  0.105
68 H 4.195300 -13.382220 -20.840270  0.108
69 H 2.075870 -14.486790 -20.702880  0.113
70 H 1.756310 -12.887450 -20.111980  0.119
71 H -0.390510 -14.644610 -18.003270  0.081
72 H -0.202380 -13.338350 -19.243600  0.090
73 H 0.052410 -14.957950 -19.696190  0.085
74 H 1.357160 -16.141860 -17.319760  0.078
75 H 1.887210 -16.463840 -19.003380  0.080
76 H 3.080800 -15.965550 -17.929390  0.058
77 H 3.404800 -11.048480 -15.778530  0.068
78 H 2.846570 -10.468300 -17.430260  0.080
79 H 4.503500 -10.715890 -17.003120  0.075
80 H 1.685520 -13.931400 -15.804720  0.088
81 C 15.937880 -13.721870 -30.616970  -0.043
82 C 14.407420 -13.636660 -30.854880  -0.445
83 C 14.037610 -12.100150 -30.819790  -0.130
84 C 14.196640 -11.334720 -32.134870  -0.187
85 C 13.386620 -12.076770 -33.249390  -0.142
86 C 13.860060 -13.517570 -33.407570  -0.467
87 N 13.914690 -14.264910 -32.118950  -0.164
88 O 14.111520 -15.592540 -32.301350  0.016
89 C 12.908030 -14.111830 -34.455940  -0.036
90 C 15.356220 -13.458880 -33.968200  -0.017
91 C 13.650560 -14.367780 -29.720120  -0.039
92 H 16.504910 -13.235280 -31.410570  0.069
93 H 16.427700 -14.690960 -30.521840  0.079
94 H 16.204480 -13.169630 -29.715830  0.080
95 H 12.996660 -11.974970 -30.521690  0.112
96 H 14.714590 -11.549560 -30.166610  0.113
97 H 15.261790 -11.217970 -32.334680  0.092
98 H 13.843000 -10.324480 -31.928860  0.108
99 H 13.479990 -11.456180 -34.140590  0.120
100 H 12.358040 -12.013430 -32.894250  0.118
101 H 11.886940 -14.063320 -34.077640  0.083
102 H 12.889510 -13.417510 -35.296000  0.081
103 H 13.178860 -15.131310 -34.730560  0.082
104 H 15.822900 -14.372900 -33.600940  0.068
105 H 15.507570 -13.509530 -35.046460  0.072
106 H 15.895370 -12.522930 -33.821880  0.066
107 H 13.580820 -15.451800 -29.630020  0.081
108 H 12.655970 -13.936140 -29.608000  0.073
109 H 14.070900 -14.091200 -28.753210  0.075
110 H 15.065880 -15.595220 -32.197460  0.081
111 C 20.444540 -19.463970 -20.528910  -0.052
112 C 20.618020 -18.010790 -20.065270  -0.432
113 C 22.120770 -17.663090 -19.831870  -0.148
114 C 22.353120 -16.202540 -19.686470  -0.224
115 C 21.822680 -15.367450 -20.798560  -0.129
116 C 20.305840 -15.627930 -21.157770  -0.411
117 N 19.968290 -17.110510 -21.147650  -0.112
118 O 18.674660 -17.420360 -21.578130  -0.013
119 C 19.350620 -14.731800 -20.202460  -0.046
120 C 19.840840 -15.037330 -22.503230  -0.069
121 C 19.844970 -17.818960 -18.682520  -0.026
122 H 20.857030 -19.614640 -21.526540  0.083
123 H 19.425570 -19.805320 -20.711330  0.076
124 H 20.945530 -20.150520 -19.846440  0.082
125 H 22.478240 -18.293220 -19.017470  0.123
126 H 22.716100 -17.951040 -20.698330  0.121
127 H 23.426390 -16.020810 -19.630300  0.116
128 H 21.985020 -15.893310 -18.708210  0.112
129 H 22.444970 -15.511260 -21.681830  0.115
130 H 22.034390 -14.302240 -20.705770  0.118
131 H 18.318480 -14.791820 -20.547690  0.063
132 H 19.242380 -15.062340 -19.169440  0.052
133 H 19.564540 -13.663010 -20.196900  0.076
134 H 18.824350 -15.221900 -22.850760  0.076
135 H 20.014190 -13.961600 -22.532330  0.083
136 H 20.389840 -15.553810 -23.290600  0.082
137 H 18.802840 -18.107660 -18.819360  0.073
138 H 19.847420 -16.796120 -18.305850  0.053
139 H 20.260370 -18.553830 -17.992950  0.077
140 H 18.094040 -16.906930 -21.011670  0.081
141 C 12.700360 -27.934810 -27.983640  -0.050
142 C 11.466650 -27.640090 -28.770190  -0.428
143 C 10.169690 -28.397610 -28.199370  -0.123
144 C 9.219780 -27.704650 -27.225280  -0.171
145 C 9.121230 -26.186960 -27.637600  -0.111
146 C 10.439130 -25.373420 -27.975070  -0.511
147 N 11.274080 -26.161480 -28.835040  -0.167
148 O 12.368230 -25.547270 -29.337220  0.015
149 C 10.089500 -23.982700 -28.536440  -0.031
150 C 11.089370 -25.132780 -26.592130  -0.045
151 C 11.539830 -28.258620 -30.236370  -0.040
152 H 13.666480 -27.660590 -28.407350  0.087
153 H 12.850840 -28.982310 -27.722490  0.088
154 H 12.626100 -27.417270 -27.027230  0.078
155 H 9.603100 -28.847700 -29.014520  0.103
156 H 10.511850 -29.228140 -27.581910  0.106
157 H 9.484770 -27.814630 -26.173720  0.098
158 H 8.253960 -28.209130 -27.253420  0.104
159 H 8.552450 -25.637830 -26.887230  0.108
160 H 8.609690 -26.140530 -28.598990  0.113
161 H 9.273680 -23.502780 -27.995880  0.083
162 H 10.985330 -23.368140 -28.447540  0.078
163 H 9.799280 -23.927120 -29.585630  0.085
164 H 12.086350 -24.708720 -26.711710  0.078
165 H 10.401970 -24.531240 -25.997370  0.086
166 H 11.269080 -26.040830 -26.016600  0.069
167 H 10.659420 -28.135130 -30.867030  0.071
168 H 11.587300 -29.345830 -30.298290  0.078
169 H 12.299180 -27.772820 -30.849150  0.072
170 H 12.915010 -25.542920 -28.548160  0.083

Cartesian forces (eV/Å) of the 6 atoms listed first:
1.803 -0.405 1.527
-0.004 0.286 -0.188
-0.507 -0.605 0.539
0.201 0.443 -1.642
0.127 -0.235 -0.534
-0.787 0.303 0.518